<A>
Entry from the OMol25 dataset: 2 unconnected molecules or ions with the total composition C5H10N2S (ωB97M-V with the def2-TZVPD basis set).

```
18
Properties=species:S:1:pos:R:3
C 1.9202 -1.0605 0.3360
C 0.8215 -0.2813 1.1459
N 0.5200 0.8883 0.7704
C -0.5472 1.6175 1.4676
S 0.9456 1.6370 -0.6521
H 2.8003 -0.2995 0.0569
H 1.5428 -1.4689 -0.6119
H 2.2861 -1.7819 0.9614
H 0.4768 -0.4719 2.1270
H -0.1371 2.3488 2.1825
H -1.0624 2.0912 0.6785
H -1.0964 0.9238 2.1293
C -1.4931 -0.6072 -2.2357
C -1.3032 -1.0166 -0.8733
N -1.1386 -1.4327 0.1909
H -2.4827 -0.2283 -2.4752
H -1.1768 -1.2058 -2.9957
H -0.8760 0.3481 -2.2025
```

As for the orbital gap: 8.53 eV. Its SMILES is C/C=[N+](/C)[S-].CC#N. The LUMO energy comes out at 0.80 eV.



<B>
Entry from the OMol25 dataset: C5H10N2S in the gas phase (ωB97M-V with the def2-TZVPD basis set).

```
18
Properties=species:S:1:pos:R:3
H -0.9306 1.5041 1.0641
N -1.1241 1.9171 0.1494
C -0.6323 1.0905 -0.6984
C -0.8589 1.1444 -2.1854
N 0.2414 0.0365 -0.3101
C 0.0534 -1.3814 -0.6216
C -0.0407 -0.9021 0.8348
C 1.1092 -1.1034 1.7929
S 1.2949 0.2999 2.9341
H -1.9326 1.1575 -2.3769
H -0.5201 2.1164 -2.5223
H -0.3902 0.3466 -2.7990
H 0.9521 -1.8909 -0.9793
H -0.8859 -1.6704 -1.0950
H -1.0191 -0.7375 1.1992
H 2.0095 -1.1892 1.2278
H 1.0025 -1.9942 2.3983
H 1.6718 1.2560 1.9873
```

As for the orbital gap: 10.03 eV. Its SMILES is [H]/N=C(/C)N1C[C@H]1CS. The LUMO energy comes out at 0.89 eV.



<C>
Entry from the OMol25 dataset: C5H10N2S in the gas phase (ωB97M-V with the def2-TZVPD basis set).

```
18
Properties=species:S:1:pos:R:3
C -2.2668 0.3457 -0.8886
N -1.7596 -0.1531 0.3904
C -0.7809 0.7167 0.9965
C 0.5121 0.9348 0.1805
S 1.1953 2.3962 -0.0590
N 1.0157 -0.2170 -0.3474
C 1.4851 -1.3660 0.3875
C 2.3948 -0.5617 -0.4860
H -2.7607 1.2730 -0.7316
H -1.4820 0.4681 -1.6510
H -3.0093 -0.3297 -1.2683
H -1.3624 -1.0702 0.2669
H -0.5040 0.2963 1.9518
H -1.2515 1.6942 1.1642
H 1.1277 -2.3455 0.0600
H 1.6261 -1.2432 1.4764
H 2.7019 -0.9514 -1.4598
H 3.1185 0.1127 0.0175
```

As for the orbital gap: 8.81 eV. Its SMILES is CNCC(=S)N1CC1. The LUMO energy comes out at 0.45 eV.



The structures above, arranged from the most stable to the least stable: <B>, <C>, <A>.